No. 1
Formula: C3H11NO3
Source: the OMol25 dataset
Level of theory: the ωB97M-V functional and the def2-TZVPD basis

The geometry in XYZ format:
```
18
C3H11NO3, DFT the ωB97M-V functional and the def2-TZVPD basis
N -1.01566 -1.87778 1.27779
C -0.72494 -1.10660 0.05487
C -1.28804 0.32662 0.18090
C -0.59999 1.15428 1.22179
O 0.60356 1.22941 1.28809
H -1.41561 -2.77287 1.05383
H -0.14943 -2.05046 1.75098
H -1.17562 -1.58809 -0.81357
H 0.34789 -1.06393 -0.11813
H -1.38345 0.75431 -0.82063
H -2.31765 0.10259 0.48609
H -1.23571 1.56673 2.01782
O 1.01814 1.88238 -1.72795
H 0.61730 1.80228 -0.85680
H 0.71364 2.75381 -2.00539
O 2.80519 -0.58104 -0.64659
H 2.20972 0.17639 -0.75428
H 2.99066 -0.70804 -1.58883
```

Computed properties:
Frontier orbital gap = 10.321 eV
Total charge = 0
M = 109.12 g/mol
E_LUMO = 0.0256 Eh
SMILES = NCCC=O.O.O



No. 2
Formula: C45H50N7O5PSc
Source: the OMol25 dataset
Level of theory: the ωB97M-V functional and the def2-TZVPD basis

The geometry in XYZ format:
```
109
C45H50N7O5PSc, DFT the ωB97M-V functional and the def2-TZVPD basis
Sc -0.73250 0.91335 1.63912
C -1.46556 -4.84147 -2.46179
O -0.12747 -4.79160 -1.96691
C 0.02044 -5.35766 -0.71743
C 0.33347 -6.69529 -0.57595
C 0.54631 -7.22588 0.68913
C 0.46554 -6.40181 1.79944
C 0.16374 -5.05321 1.66618
C -0.08278 -4.52427 0.40464
N -0.36172 -3.17627 0.13019
C -0.79600 -2.19160 0.95724
N -1.47627 -2.52902 2.06830
C -1.67822 -1.73494 3.22651
C -1.27425 -0.40978 3.35277
C -1.52608 0.20039 4.59574
C -2.14913 -0.45477 5.64079
C -2.54915 -1.78160 5.48502
C -2.30849 -2.42239 4.28498
O -2.62945 -3.72817 4.02645
C -3.27690 -4.46835 5.04583
N -0.59011 -0.93813 0.64479
C 0.51946 -0.55216 -0.21588
C 1.81767 -1.07180 0.37146
C 2.99598 -1.07502 -0.23166
C 2.26052 0.20474 -2.41732
C 1.33881 -0.96922 -2.75571
C 0.24517 -0.64427 -1.74966
O -0.96486 -1.36370 -1.95648
C -1.79777 -0.85518 -2.97579
H -1.45397 -4.36192 -3.43691
H -2.14357 -4.30071 -1.79522
H -1.79471 -5.87892 -2.56008
H 0.41968 -7.30398 -1.46619
H 0.79153 -8.27173 0.80204
H 0.65586 -6.80238 2.78516
H 0.14966 -4.42190 2.54273
H -0.27537 -2.90393 -0.84530
H -1.78256 -3.48722 2.14899
H -1.20640 1.22814 4.76275
H -2.31975 0.04295 6.58596
H -3.02507 -2.30237 6.30103
H -3.46628 -5.45294 4.62894
H -4.22301 -4.00120 5.32675
H -2.63714 -4.55878 5.92613
H 1.76824 -1.33891 1.42493
H 3.87004 -1.37447 0.33591
H 2.80031 0.71934 -3.21393
H 0.89941 -1.00249 -3.75625
H -2.56493 -1.60424 -3.17029
H -1.24671 -0.66890 -3.90201
H -2.27436 0.07925 -2.66623
C -5.30646 1.36395 1.74880
N -4.62842 2.37479 2.54256
C -3.31139 2.57864 2.48912
N -2.76022 3.52035 3.28168
O -2.58981 1.93668 1.68456
H -5.77881 1.80471 0.87180
H -6.06034 0.87721 2.36370
H -4.58049 0.62102 1.43140
H -5.17869 2.95206 3.15697
H -3.26315 3.89358 4.06842
H -1.75247 3.55884 3.29879
N 0.55849 0.94176 -0.01761
P 0.99174 1.28005 -1.59235
C -0.12495 2.08539 -2.77031
C -1.33146 2.61430 -2.32184
C -2.23141 3.17760 -3.21362
C -1.93851 3.20922 -4.57056
C -0.73962 2.68036 -5.02643
C 0.16589 2.12679 -4.13208
C 3.21776 -0.82945 -1.69365
C 4.66205 -0.61791 -2.02079
C 5.20532 -1.13181 -3.12104
C 4.43112 -1.97659 -4.03825
C 3.19657 -2.37735 -3.74026
C 2.48883 -1.96819 -2.49177
C 2.12758 2.73016 -1.23538
C 2.26025 3.84282 -2.06242
C 3.27078 4.77887 -1.85840
C 4.16686 4.61984 -0.81513
C 4.04639 3.51660 0.02423
C 3.04244 2.58789 -0.18685
H -1.59494 2.55430 -1.26715
H -3.16681 3.58358 -2.85159
H -2.64206 3.64281 -5.26789
H -0.50443 2.70237 -6.08213
H 1.10230 1.73112 -4.50484
H 5.25123 -0.01292 -1.34106
H 6.24644 -0.94571 -3.34910
H 4.90285 -2.30711 -4.95376
H 2.66443 -3.04696 -4.40632
H 2.21658 -2.84772 -1.90021
H 1.58496 3.98892 -2.89518
H 3.36148 5.62567 -2.52712
H 4.95939 5.34052 -0.66146
H 4.75040 3.37503 0.83493
H 2.96171 1.72633 0.46759
C 0.49501 5.85456 0.29879
N 0.73766 4.84814 1.32460
C 1.75519 5.13542 2.32353
C 0.02483 3.74957 1.36249
O 0.11336 2.85583 2.23680
H -0.08944 6.67957 0.70776
H -0.02766 5.40260 -0.54051
H 1.45215 6.22430 -0.05850
H 2.69238 5.34589 1.81243
H 1.87400 4.27113 2.97025
H 1.45676 6.00245 2.91314
H -0.69492 3.65447 0.53835
```

Computed properties:
Frontier orbital gap = 6.929 eV
Total charge = +1
M = 844.87 g/mol
E_LUMO = -0.0745 Eh



No. 3
Formula: C3H5PS
Source: the OMol25 dataset
Level of theory: the ωB97M-V functional and the def2-TZVPD basis

The geometry in XYZ format:
```
10
C3H5PS, DFT the ωB97M-V functional and the def2-TZVPD basis
C -0.20482 -1.85063 -1.05357
C 0.38960 0.26392 0.20328
C -0.25813 1.53505 0.65004
P 1.54969 -0.64939 0.98097
S -0.42185 -0.25543 -1.24740
H 0.29480 -2.11451 -0.17649
H -0.10185 -2.43378 -1.86697
H -1.18653 1.75882 0.14806
H -0.58526 1.45722 1.74811
H 0.52435 2.28872 0.61396
```

Computed properties:
Frontier orbital gap (alpha / beta) = 5.781 / 5.123 eV
Total charge = 0
M = 104.11 g/mol
E_LUMO (alpha / beta) = -0.0475 / -0.0619 Eh



Table of total energy (eV), in record order: -10921.3374, -98129.1765, -23311.1903